No. 1
Formula: C41H102N6O14Zn
Source: OMol25
Level of theory: ωB97M-V/def2-TZVPD

```
164
Properties=species:S:1:pos:R:3:forces:R:3
Zn -2.310078 2.233817 -1.944680 3.71 -2.27 1.13
O -1.351299 1.699077 -0.140411 -0.53 0.72 -1.53
O -0.680068 6.334350 -0.713812 0.21 0.72 0.31
O 4.902266 3.075814 9.249526 0.29 -0.48 -2.95
O -3.618718 -5.315943 -6.082986 0.88 1.56 -0.69
O -4.427761 1.663111 -0.523912 1.77 0.13 -2.08
O -0.493518 2.538441 -3.295115 -3.65 0.29 1.79
O -1.224189 -0.092381 8.183693 -0.64 -1.01 1.40
O -0.285512 -3.318303 2.550340 -1.27 -0.57 -2.45
O 4.365849 -2.037680 -2.094161 -1.28 -0.44 0.15
O 0.165516 3.537850 5.235988 -0.23 0.82 0.37
O 5.032324 4.035502 -1.321301 0.42 0.23 1.23
O 2.014546 -5.899688 -5.231814 -0.34 -2.71 0.88
O -2.612773 -2.806034 -2.031495 -0.79 -0.24 0.54
O -5.138003 0.570063 -5.555240 0.19 -1.57 0.25
N -1.771365 -3.463425 -5.012162 0.97 -0.23 1.11
N 1.292257 4.097800 -1.243914 1.01 -0.10 0.13
N -3.219663 0.658784 -2.967160 -0.79 -0.63 -0.85
N -1.392460 -2.153299 5.851921 -1.07 -0.94 -0.62
N 3.643668 3.397682 6.701792 -0.55 -0.91 0.08
N 3.296223 -4.799824 -3.149523 -0.40 0.36 -0.34
C -0.045947 -0.367363 0.335626 -0.01 0.33 -0.64
C 4.577416 4.427399 7.120689 -0.16 -0.82 1.10
C -2.901254 -3.258979 -0.695722 -1.21 0.25 -0.83
C 0.857773 4.462420 0.094985 0.39 1.56 -0.39
C -0.779164 2.992375 4.292941 1.45 -0.64 0.33
C -4.717170 0.506805 -2.668798 1.67 1.08 0.22
C -0.336421 -3.174091 3.962728 1.44 -0.53 -1.24
C -2.950687 0.841096 -4.440933 -0.21 0.17 -1.61
C -1.664822 -2.531467 4.450707 1.49 -1.18 0.45
C 0.819858 -3.932298 1.840380 1.03 1.69 2.25
C 5.582352 3.763427 8.183664 -1.22 0.63 -2.16
C -1.321626 -3.012007 -2.421202 1.67 -0.95 -2.39
C 1.341694 0.894251 -3.372696 -1.22 -0.03 1.47
C 3.046751 -4.153956 -1.867073 -0.38 -1.52 -0.37
C -2.199556 -5.470350 -6.235258 -0.44 -1.82 1.21
C -5.100930 0.586876 -1.127583 -0.35 -0.22 -1.25
C 6.152532 4.671815 -0.699596 -0.01 1.02 -0.32
C -1.075615 -2.711890 -3.942747 -1.06 1.69 0.40
C 3.000121 -4.029957 -4.345085 0.58 0.24 -0.72
C 3.761708 4.545526 -0.865685 0.96 1.13 0.49
C -0.652060 0.987318 0.825852 -1.58 -1.14 0.69
C -5.379919 1.749190 -6.296484 -0.54 -0.47 -0.22
C 3.005740 -4.997055 -5.522072 -0.13 1.68 -0.82
C 2.710518 3.579184 -1.285283 -1.33 0.18 -0.04
C 0.636344 2.132221 -3.862716 2.21 -0.06 -1.17
C -1.837973 -0.943225 9.164428 -0.33 -0.04 0.17
C -4.833876 2.178458 0.688880 -1.13 0.74 1.07
C -0.253261 -0.722079 7.403932 1.39 0.73 -1.01
C 4.025674 3.843679 10.030291 0.99 0.42 0.67
C -3.795676 0.016169 -5.488917 -0.18 2.21 1.22
C 1.497227 2.980700 5.286039 -0.20 0.75 -1.35
C 3.382005 -1.038991 -1.879955 -0.10 0.72 1.21
C 4.142593 -3.299344 -1.409216 2.00 1.34 -0.01
C -0.461437 5.217127 0.190592 -0.98 0.56 -1.55
C -1.534565 -4.910976 -5.009606 0.00 1.36 0.18
C -4.343303 -5.752037 -7.216289 -0.63 -0.91 1.03
C -0.701111 -0.914105 5.989215 0.09 0.34 -1.29
C 1.752635 -6.900470 -6.193343 -1.19 0.98 -1.17
C -1.899179 7.049754 -0.374097 1.02 -1.55 0.04
C 2.572510 3.954605 5.929672 -0.84 0.73 -0.20
C -1.637504 0.678606 1.988487 -0.67 -0.66 -0.90
H 6.059421 5.757251 -0.664149 -0.46 0.42 -0.58
H -0.092986 -4.158061 4.363529 -0.64 -0.13 0.70
H -1.269466 -0.002519 2.755770 0.48 0.50 0.34
H 0.641064 -0.102491 7.337747 -0.01 0.60 0.37
H 3.163648 2.942096 7.464750 0.66 -0.16 0.63
H -5.051842 2.660044 -5.795676 0.85 0.01 -0.32
H 2.303143 0.761689 -3.868813 -0.20 -0.30 0.06
H -3.700345 -1.031401 -5.203240 -1.22 -0.21 0.43
H -1.336740 -1.666457 -4.107002 -0.45 0.34 -0.03
H -5.119112 1.587224 -7.342359 0.75 0.55 0.00
H -1.066121 -4.071216 -2.450976 0.10 -0.49 1.06
H 0.654519 1.978543 -4.941680 -1.05 -0.03 -0.95
H 3.011505 -5.000734 -1.181628 0.17 -0.05 0.38
H 0.664019 3.361240 -1.531848 -0.03 -0.27 -0.75
H 2.337048 -1.134997 -2.174839 0.07 -1.12 -0.82
H 4.121473 5.337978 7.509356 -0.71 0.02 0.94
H -4.535052 -6.800759 -6.989325 -0.25 -0.38 -0.63
H -2.643298 6.255896 -0.309490 -0.68 0.26 0.10
H 6.307271 4.537339 8.435983 -0.05 0.04 0.91
H 1.695622 -3.350377 2.127619 0.48 0.34 0.14
H 6.118288 3.036252 7.573667 -0.02 -0.39 0.54
H 2.129242 4.765111 6.508201 -0.94 0.00 0.20
H -2.270683 -1.978500 6.319123 -0.35 -0.51 0.07
H 1.926173 2.965583 4.284101 -0.48 -0.52 -0.57
H 2.011156 -3.576128 -4.281126 -0.32 0.16 -0.10
H -1.955937 0.542638 -4.771842 0.52 0.09 1.16
H -3.296380 -0.046187 -6.455826 0.05 0.85 -0.24
H 6.380257 4.518047 0.355200 -0.53 -1.18 0.25
H -1.045914 1.957511 4.507428 0.27 -0.29 0.32
H 1.420236 0.981219 -2.289014 0.76 0.23 0.28
H -5.128100 1.387331 -3.162656 -0.40 0.03 0.25
H 0.558076 -2.587337 4.171753 -0.14 0.57 0.73
H 0.663020 3.597505 0.729099 0.47 -0.15 0.48
H -5.308637 -5.245848 -7.211925 0.12 0.14 -0.14
H 1.144952 -4.918532 2.171684 -0.89 -0.51 -0.17
H 1.006779 -7.618225 -5.851824 0.40 -0.02 0.56
H 5.119318 -3.759955 -1.557354 -0.19 -0.51 -0.28
H -4.430287 1.759227 1.610546 0.15 -0.94 -0.32
H -2.855079 -0.276868 -2.858848 0.58 -0.24 1.20
H 1.233724 -6.373618 -6.994119 -0.22 0.05 -0.53
H -1.962383 -1.732110 3.772045 0.02 0.25 0.04
H -2.192004 7.789844 -1.118823 0.44 -0.26 -0.22
H 3.719367 4.690851 0.213752 0.48 -0.35 0.39
H -1.820857 7.545725 0.593373 0.09 0.02 0.17
H -2.045011 -6.536191 -6.067320 0.36 -0.58 -0.90
H -0.628571 5.605670 1.195187 0.07 -0.42 0.33
H 0.636000 -0.871785 1.020167 0.26 0.42 0.21
H -0.470358 -5.112938 -4.888025 0.16 -0.09 -0.68
H 0.152913 -1.659898 7.782912 -0.55 -0.26 0.30
H -6.455040 1.915322 -6.364347 -0.26 -0.51 0.36
H 3.696097 -3.223324 -4.575440 0.25 -0.02 0.44
H 3.991362 -5.376595 -5.791536 0.19 -0.66 0.65
H 4.923194 4.898984 6.200829 1.34 -0.66 -0.12
H 0.415696 -0.257193 -0.645624 0.53 0.42 0.09
H -0.761654 -1.156068 0.103674 -0.84 0.28 0.38
H 3.005919 3.309245 -2.299167 -0.57 -0.31 -0.05
H -2.946407 1.919973 -4.596156 -0.34 -0.06 -0.56
H -2.580684 -4.245128 -0.359814 0.81 -0.17 -0.71
H -2.436520 -3.301234 4.456256 -0.05 0.07 -0.11
H 3.077924 4.521687 5.147951 -0.30 -0.19 -0.64
H -4.523346 3.218370 0.790123 -0.06 0.13 -0.56
H -1.741581 3.504097 4.293427 0.47 0.64 0.17
H 4.091144 -3.245572 -0.321755 -0.31 0.94 0.31
H -2.466356 0.105730 1.572652 -0.28 -0.07 -0.35
H 2.562314 -7.398078 -6.727107 0.65 -0.01 0.79
H -1.828128 -5.146626 -7.207544 0.00 0.28 0.13
H 2.695524 -4.500679 -6.441572 -0.03 0.69 -0.24
H 3.671738 -0.075890 -2.300184 0.55 -0.35 -0.17
H 2.835987 2.735375 -0.606798 -0.04 -0.55 -0.14
H -2.567322 -2.534519 0.047077 -0.29 0.12 0.02
H -3.870207 -5.681350 -8.195723 0.34 0.36 0.16
H 3.663977 5.568700 -1.228541 -0.38 0.07 -0.60
H -3.975245 -3.388940 -0.829024 -0.25 0.44 1.05
H -2.085029 -0.365949 10.055389 0.20 0.19 -0.11
H 2.062140 -3.710996 -1.717271 -0.33 0.57 -0.47
H 3.251588 -0.861360 -0.812466 0.33 0.07 0.48
H 3.286414 3.190264 10.493598 0.54 -0.18 0.44
H -5.013598 -0.306088 -0.508630 0.43 -0.31 -0.36
H 7.073977 4.507369 -1.258154 -0.28 -0.49 -0.20
H -6.167529 0.788774 -1.226068 -0.36 0.18 0.45
H -2.766666 -1.423494 8.856227 -0.35 0.39 -0.64
H -0.626769 -2.447271 -1.799641 0.34 0.02 -0.04
H 1.605324 5.158976 0.474554 0.23 -0.35 0.53
H -1.352477 -0.137053 5.589217 -0.13 0.81 0.61
H 4.831925 4.251481 10.640014 -1.30 0.91 1.47
H 1.342308 1.937809 5.562607 0.87 -0.04 0.87
H -5.922801 2.130555 0.696918 -0.21 0.17 0.44
H -1.270523 -1.821093 9.473359 0.80 0.30 -0.08
H -2.088119 1.603879 2.347547 0.29 -0.01 0.36
H 0.640463 0.060291 -3.402655 0.16 -0.61 -0.76
H 1.413753 2.895447 -3.827884 0.27 0.78 0.41
H 3.411690 4.625424 9.583092 0.41 0.13 -0.71
H -0.001780 -2.598672 -4.091629 0.17 -0.92 -0.20
H -1.983270 -5.383086 -4.135607 -0.33 -0.25 0.14
H 0.103446 -0.860097 5.255817 0.58 -0.31 0.37
H -0.307023 2.973489 3.310687 -0.24 0.24 -0.31
H -2.777235 -3.416933 -4.933602 -0.18 0.68 0.21
H 0.844114 -3.780642 0.761260 -1.15 -0.30 0.07
H -5.021019 -0.331114 -3.296222 -0.64 -0.26 0.91
H 0.061645 1.600712 1.375830 0.97 0.21 -0.64
H -1.215512 4.483911 -0.095536 -0.56 -0.23 0.43
H 2.609475 -5.533571 -3.249996 0.15 -0.55 0.37
```
Forces are in eV/Å.

The value obtained for the highest occupied orbital energy is -7.417 eV. For the energy above the lowest of the compared OMol25 structures with the same formula, charge and spin, the calculation gives 67.7 kcal/mol. The HOMO-LUMO gap comes out at 6.39 eV. The spin multiplicity is 1. The total charge is 0.



No. 2
Formula: C41H27BCl5InN10O4S2
Source: OMol25
Level of theory: ωB97M-V/def2-TZVPD

```
91
Properties=species:S:1:pos:R:3:forces:R:3
In -19.989007 0.969675 4.832517 0.06 -0.61 -0.22
Cl -19.254558 6.234143 2.525893 0.94 1.04 0.15
Cl -18.289516 3.874363 4.491741 -0.27 0.18 -0.09
Cl -22.407426 6.710610 2.160558 0.65 -0.51 0.03
Cl -24.255758 4.262954 2.629676 0.76 -0.16 -0.21
Cl -23.032290 1.454651 3.082408 0.36 -0.28 0.20
S -26.474131 0.831711 9.357094 -0.81 1.92 -0.98
S -19.972119 -6.386991 3.363295 -0.43 1.59 1.21
O -17.332520 -1.121251 -2.468680 -0.20 -0.39 1.30
O -19.668415 0.102922 2.737829 0.56 -0.47 0.24
O -17.283454 -2.196904 -0.407638 -0.70 2.55 -1.25
O -17.902585 -1.090196 1.934720 -1.19 0.16 0.15
N -19.090759 0.721976 -1.645318 0.17 0.45 -1.15
N -17.907771 0.611625 5.695389 2.59 -2.21 -0.57
N -22.303356 0.196520 6.324151 -0.77 0.88 -0.66
N -20.532801 -1.469733 5.167942 1.90 1.00 -3.10
N -19.390650 1.859006 7.933679 -0.94 2.14 0.21
N -19.969103 1.332748 0.322485 0.22 -0.32 -2.03
N -17.475055 0.272717 6.986548 -0.16 -0.47 -1.43
N -18.416161 -0.113545 9.248071 -1.24 -1.10 2.31
N -17.384542 -0.802765 9.841568 -1.06 -0.39 1.24
N -19.872259 2.183790 6.700796 -1.95 1.40 0.36
C -25.839447 2.469734 7.433814 0.24 -0.48 -0.20
C -22.756104 -2.830859 8.370251 -1.49 1.02 0.89
C -17.900953 -1.394986 10.954671 0.00 0.69 0.19
C -19.914374 3.963656 3.899163 -1.19 -0.26 -2.99
C -18.772735 -5.168924 1.463695 -0.51 -0.02 0.33
C -16.970995 0.058339 4.851282 0.70 0.32 0.56
C -22.019291 2.839593 3.195884 2.43 0.17 0.89
C -17.673623 -1.179473 -1.298727 1.12 -2.23 0.43
C -15.889576 -0.540643 5.589891 -2.19 0.04 0.13
C -26.866850 3.132196 8.141886 -0.92 -0.07 1.66
C -19.577085 -4.655724 3.652980 1.94 -1.41 -4.41
C -25.499312 1.214048 7.938587 -1.81 2.93 -0.09
C -16.300681 -0.465404 6.942964 -0.84 0.35 -0.98
C -19.175107 0.243377 0.475777 0.93 -1.18 -1.34
C -18.596663 -0.200012 -0.761734 -1.48 2.22 1.86
C -24.396534 0.437834 7.499331 2.06 -0.27 0.09
C -24.238424 -0.797435 8.111373 -0.25 0.27 -0.10
C -20.585963 -4.230259 5.808233 -0.75 2.82 -1.07
C -21.689050 5.226836 2.709799 -0.07 -1.56 0.91
C -22.260745 -1.067110 6.763013 1.67 0.61 0.94
C -23.059308 -1.524962 7.821743 -1.20 -1.08 -0.47
C -19.344375 -6.364042 1.798964 0.22 -0.32 -0.40
C -20.344991 5.116713 3.130993 -1.18 -1.21 0.40
C -20.660785 3.811441 8.129614 0.24 -3.20 0.07
C -21.802831 -3.569032 7.839951 0.18 -1.23 -0.37
C -21.224410 -1.919522 6.145772 -2.76 -0.70 3.15
C -18.843290 -4.226703 2.516637 -0.47 0.15 1.43
C -19.287216 -1.044586 11.142683 0.56 -0.17 -0.99
C -19.964059 -2.360620 4.333370 -0.55 0.78 1.68
C -19.922432 1.595273 -1.002971 1.16 -1.86 2.40
C -20.083618 -3.726990 4.589037 0.32 -1.53 1.68
C -20.704896 3.282722 6.843544 1.84 -0.11 -0.51
C -21.209543 -3.260935 6.583286 0.91 0.19 0.27
C -18.909291 -0.339572 1.805655 0.70 0.78 0.66
C -20.675775 2.787946 3.743075 -1.13 -0.23 0.77
C -20.758535 2.515005 -1.706136 -1.27 1.71 -0.74
C -19.586926 -0.291851 9.978956 0.64 0.01 0.75
C -27.374919 2.385996 9.178779 1.16 -0.98 -0.58
C -19.880623 2.819296 8.774178 0.76 0.81 2.14
C -22.511255 4.054021 2.821064 -0.95 2.17 -0.14
C -23.319458 0.977374 6.668653 -1.16 -2.13 -0.09
B -18.095617 0.992222 8.246025 0.30 -1.01 -0.79
H -15.059162 -1.116383 5.174452 -0.40 0.40 0.25
H -21.330071 1.932082 -2.416108 -0.32 0.10 -0.39
H -23.376867 -3.232053 9.179182 0.43 0.41 -0.06
H -25.413984 2.921398 6.529628 0.10 -0.37 0.49
H -17.065646 0.108981 3.732833 -0.05 0.00 1.45
H -21.349142 4.527319 8.554224 0.54 0.20 0.05
H -19.433165 -1.910361 3.521321 0.15 -0.26 -0.32
H -27.229990 4.174018 8.093664 0.35 -0.74 -0.76
H -20.747840 -5.254719 6.041727 0.50 -0.77 0.04
H -19.447707 -7.287632 1.222635 0.17 0.54 0.08
H -18.719155 0.750784 -2.625701 -0.82 -0.07 1.32
H -19.577055 2.894102 9.864289 -0.26 -0.61 -1.60
H -18.496427 -4.902490 0.464946 0.63 -0.07 -0.27
H -20.545196 0.153870 9.645006 0.92 -0.29 0.33
H -25.147180 -1.100884 8.744875 2.04 -0.21 -0.74
H -28.233913 2.664187 9.777214 0.33 -0.30 0.23
H -17.492424 -1.800028 0.503565 0.21 -0.55 -0.37
H -17.190690 1.670001 8.563745 0.04 0.70 0.78
H -21.539064 -4.504487 8.294351 -0.05 -0.48 0.02
H -19.906326 -1.340633 12.034360 0.56 0.42 -1.48
H -15.877527 -1.030302 7.825576 -0.69 1.44 -0.94
H -18.353579 -3.225752 2.517662 -0.63 -0.94 -0.39
H -20.145262 3.218631 -2.250296 0.08 0.34 -0.42
H -23.457412 1.854518 6.043195 0.22 0.39 0.69
H -21.038748 3.862631 5.985052 -0.34 -0.87 0.09
H -17.281752 -2.000335 11.714602 -0.84 1.10 -1.76
H -21.476319 3.114487 -1.104595 0.71 -0.71 -0.03
```
Forces are in eV/Å.

The value obtained for the highest occupied orbital energy is -8.162 eV. For the energy above the lowest of the compared OMol25 structures with the same formula, charge and spin, the calculation gives 110.3 kcal/mol. The HOMO-LUMO gap comes out at 7.01 eV. The spin multiplicity is 1. The total charge is 0.